No. 1
# C2H22N2O9

A cluster of 9 separate species, C2H22N2O9 in total in a non-equilibrium geometry (wB97M-V/def2-TZVPD, the OMol25 dataset).

Atoms and positions in Å:
H: 1.061 1.789 -3.230
H: 1.967 -1.679 0.917
H: 3.760 2.401 2.294
O: -1.970 2.074 -4.098
H: -0.426 -2.682 0.815
H: -1.425 2.572 -3.483
H: 3.275 1.690 1.082
H: 1.572 0.042 -1.707
H: -1.419 -1.102 0.095
H: -3.609 -0.495 -0.721
H: -1.900 1.125 -4.028
H: -1.050 2.504 1.578
C: -0.411 -0.023 -1.398
O: 3.609 1.440 1.963
H: 1.092 2.241 -1.786
O: 1.541 -2.516 0.716
H: -0.650 -3.185 2.734
H: -0.235 -1.795 2.917
N: 0.956 -0.236 -0.951
H: 1.576 0.556 2.503
O: 0.667 0.262 2.638
H: -2.882 0.270 -2.171
O: -0.552 0.957 -2.112
H: -3.194 -1.429 -1.917
H: 1.121 -1.207 -0.652
O: -1.332 -2.879 1.085
H: 0.662 -0.285 3.439
N: -1.442 -0.657 -0.809
O: -0.530 2.637 2.393
H: -0.213 1.704 2.410
O: 1.548 2.350 -2.634
C: -2.782 -0.512 -1.405
H: 1.221 -2.882 1.555
O: 0.008 -2.674 3.244
H: -1.808 -3.550 0.536

Cartesian forces (eV/Å) of the 6 atoms listed first:
-0.5 -0.2 -0.2
0.0 0.0 0.4
-0.2 -2.5 -0.3
-1.0 1.0 -1.2
0.1 -0.6 -0.9
0.1 -0.9 0.2

Properties
SMILES: CNC(N)=O.O.O.O.O.O.O.O.O
HOMO-LUMO gap (eV): 10.07
E_tot (Eh): -876.05855
Energy above the lowest of the compared OMol25 structures with the same formula, charge and spin (kcal/mol): 12.9
M (g mol⁻¹): 218.2

Löwdin atomic charge list, values in e, 5 entries: number 1, H, carries 0.009; number 2, H, carries 0.044; number 3, H, carries 0.104; number 4, O, carries -0.068; number 5, H, carries 0.012

***

No. 2
# C39H29I2N8O4STi

A structure of composition C39H29I2N8O4STi in a non-equilibrium geometry (wB97M-V/def2-TZVPD, the OMol25 dataset).

Atoms and positions in Å:
N: 1.742 -1.305 0.003
C: -1.961 1.344 -2.431
C: -2.544 1.325 -6.669
H: 3.763 4.437 -1.325
C: 2.910 3.793 -1.164
C: 1.825 -2.463 -2.013
C: -0.584 1.834 2.561
C: 0.830 2.083 -0.712
C: 0.549 3.362 -1.208
C: -2.280 0.336 2.613
O: -0.239 -1.616 -0.917
C: -1.879 -4.217 3.400
C: -1.963 3.866 3.428
H: -0.465 3.692 -1.375
H: 4.795 1.317 3.897
O: -2.237 2.531 -0.143
O: -2.213 0.036 -0.189
C: -0.371 -4.163 0.481
N: -2.858 -0.788 2.680
H: 2.363 -4.354 -4.721
C: -2.343 1.338 -5.180
H: -1.326 -0.555 -5.145
H: -1.139 4.566 3.411
C: -3.234 4.238 3.847
O: 4.047 -0.977 0.239
C: 4.185 -2.874 -2.260
C: 2.485 -0.785 2.660
H: 4.672 -4.079 -3.961
H: 0.472 -3.328 -3.449
H: 1.425 5.209 -1.817
H: -3.687 -2.945 3.527
C: 1.501 -3.191 -3.141
H: -0.060 -5.185 0.688
N: 0.626 2.312 2.581
C: -2.619 2.400 -3.028
C: 3.863 0.964 3.474
N: -0.871 -2.025 1.887
H: 5.199 -2.775 -1.899
H: -3.058 2.223 -7.009
C: 1.613 4.212 -1.436
C: 3.114 -1.468 -0.327
H: -5.259 3.637 4.213
C: -1.493 0.270 -3.184
H: 4.063 2.131 -0.421
C: -4.089 1.995 3.493
C: -1.788 2.558 3.020
H: -2.977 3.218 -2.418
H: 2.964 2.918 3.335
H: 2.337 -1.824 2.391
C: 3.077 2.513 -0.665
H: 0.253 -3.819 -0.328
C: -2.829 1.637 3.049
C: -0.651 -4.292 2.901
C: 2.560 -3.761 -3.837
N: 1.512 0.084 2.326
N: 2.072 1.674 -0.451
C: -1.687 0.277 -4.551
N: -0.955 0.580 2.232
H: 4.398 -1.145 3.492
C: 2.873 1.858 3.150
H: 0.855 -3.227 1.848
H: -3.137 0.461 -6.973
H: -3.321 3.216 -4.880
N: -0.130 1.112 -0.448
H: -2.235 -4.944 4.119
C: -4.281 3.315 3.879
C: 3.875 -3.603 -3.403
S: -1.702 1.310 -0.685
Ti: -0.011 -0.557 0.884
I: -2.341 -4.305 -0.342
H: 0.052 -5.074 3.158
C: -2.141 -1.988 2.511
C: 1.006 -1.797 -0.990
H: -1.588 1.263 -7.190
C: -0.231 -3.371 1.786
C: -2.709 -3.067 3.088
C: 1.658 1.394 2.625
C: 3.652 -0.396 3.269
C: 3.131 -2.312 -1.574
H: -4.888 1.267 3.526
H: -3.418 5.258 4.161
C: -2.806 2.390 -4.404
H: -1.003 -0.556 -2.687
I: 3.284 -4.621 1.116

Cartesian forces (eV/Å) of the 6 atoms listed first:
-0.2 0.0 0.0
0.1 -0.1 0.0
0.0 0.0 0.0
0.0 0.0 0.0
0.0 0.0 0.0
0.0 -0.1 -0.1

Properties
HOMO-LUMO gap (eV): 6.06
E_tot (Eh): -4085.91798
Energy above the lowest of the compared OMol25 structures with the same formula, charge and spin (kcal/mol): 0.0
Net charge: -1
M (g mol⁻¹): 1007.5

Löwdin atomic charge list, values in e, 5 entries: number 1, N, carries 0.065; number 2, C, carries -0.265; number 3, C, carries -0.054; number 4, H, carries 0.092; number 5, C, carries -0.084

***

No. 3
# C5H10NO

A structure of composition C5H10NO in a non-equilibrium geometry (wB97M-V/def2-TZVPD, the OMol25 dataset).

Atoms and positions in Å:
C: 0.472 -0.225 1.112
O: -1.949 0.071 -3.053
C: 1.447 0.100 2.099
H: 1.406 -1.376 3.570
C: -0.064 0.593 0.155
H: -2.179 0.470 -0.410
H: -1.204 -0.985 -0.770
H: 0.261 1.610 0.224
H: 0.166 -1.257 1.099
C: -1.156 0.111 -0.768
H: 2.618 -1.567 2.509
N: 2.032 -0.878 3.010
H: -0.634 1.568 -2.284
C: -0.979 0.500 -2.238
H: 1.810 1.073 2.152
H: 0.728 -0.392 -2.427
H: 0.075 -0.033 -2.468

Cartesian forces (eV/Å) of the 6 atoms listed first:
1.4 0.9 0.7
1.4 0.8 0.4
-1.6 -1.9 -0.2
-1.3 -0.8 0.9
-0.4 -1.3 0.3
0.7 -0.3 -0.6

Properties
HOMO-LUMO gap (spin up / spin down) (eV): 4.10 / 4.49
Multiplicity: 2
E_tot (Eh): -326.20177
Energy above the lowest of the compared OMol25 structures with the same formula, charge and spin (kcal/mol): 78.1
Net charge: -2
M (g mol⁻¹): 100.1
⟨S²⟩: 0.75

Löwdin atomic charge list, values in e, 5 entries: number 1, C, carries -0.266; number 2, O, carries -0.363; number 3, C, carries -0.353; number 4, H, carries -0.027; number 5, C, carries -0.249